{"formula": "C18H86O25", "method": "wB97M-V/def2-TZVPD", "species": ["H", "C", "H", "O", "C", "H", "H", "H", "H", "H", "H", "O", "H", "H", "H", "H", "O", "H", "O", "H", "H", "O", "H", "H", "C", "C", "H", "C", "H", "H", "O", "H", "H", "H", "C", "H", "C", "H", "H", "O", "H", "H", "H", "H", "H", "C", "C", "H", "O", "C", "H", "O", "O", "H", "H", "O", "H", "H", "H", "H", "H", "H", "C", "O", "C", "O", "H", "O", "H", "H", "C", "H", "H", "H", "H", "O", "H", "H", "H", "H", "H", "H", "H", "H", "C", "H", "H", "O", "H", "C", "H", "H", "C", "H", "H", "O", "O", "O", "H", "H", "H", "H", "H", "H", "H", "H", "H", "O", "H", "O", "H", "H", "C", "H", "H", "H", "C", "O", "H", "O", "H", "H", "H", "H", "H", "O", "O", "H", "H"], "positions_angstrom": [[-4.393, 1.846, -0.554], [3.659, -1.446, -4.204], [-0.553, 5.317, -0.130], [-1.274, 7.318, -0.300], [-2.129, 0.677, 2.768], [-0.950, 5.838, -1.737], [-0.191, -2.664, -5.343], [-2.232, -3.537, -1.848], [-3.018, -2.989, 3.497], [-1.902, -4.996, 5.227], [1.429, -2.057, 5.190], [-0.960, -3.440, -0.228], [-1.093, -6.144, 1.844], [2.069, 2.238, -2.340], [4.617, 2.240, -4.427], [3.183, 1.990, 0.210], [3.131, -2.498, -4.997], [3.093, -1.432, 3.206], [2.780, 1.795, -1.872], [0.335, 4.309, 2.762], [3.510, -3.904, 0.789], [-2.250, 1.259, 1.468], [-0.406, -4.971, 1.176], [3.020, -3.307, -4.492], [1.115, 3.689, 3.205], [-2.084, 2.515, -2.328], [-4.760, 4.878, 3.277], [-2.087, -3.961, -0.854], [-5.269, 3.333, -1.130], [-5.776, 2.565, 0.309], [3.805, -3.861, 1.698], [0.335, -2.359, 6.445], [-3.198, -0.144, -2.282], [0.347, 3.677, -3.465], [5.932, -0.160, -1.337], [-2.435, 1.361, 3.559], [-2.025, -4.509, 4.259], [-5.788, -3.088, 3.123], [1.963, -4.486, 3.733], [0.858, 3.369, 4.575], [-1.114, -4.094, 3.827], [-2.139, -5.050, -0.855], [-0.599, -0.221, -6.361], [-3.256, 3.191, -3.730], [-5.829, 3.599, 2.644], [3.029, 2.606, -0.676], [-5.354, 2.347, -0.672], [-3.945, 4.685, 1.321], [-0.231, -5.751, 1.703], [-4.798, 3.866, 2.872], [-1.257, -1.933, -2.877], [3.607, -3.222, -1.130], [-3.230, 2.508, -3.055], [-0.518, -0.757, -3.931], [2.070, -4.625, -1.080], [6.308, 1.223, -1.427], [-4.409, 3.110, 3.555], [-1.132, 0.291, 2.984], [1.733, -3.352, -2.174], [0.842, 0.361, 1.031], [1.546, -3.132, -0.452], [-3.031, -3.712, -0.370], [-3.909, -0.701, -2.891], [1.514, -4.008, 3.036], [-1.268, 1.586, -5.988], [2.163, -2.964, 6.875], [4.783, -1.443, 3.734], [-2.876, -3.352, 4.374], [1.232, -0.980, 6.645], [4.098, 2.013, -3.023], [0.537, -0.060, 0.073], [2.136, 3.172, -0.410], [1.304, -0.746, -0.286], [-5.592, 0.853, -1.824], [2.442, -3.609, 6.220], [4.047, 0.416, 3.662], [-1.806, 2.400, -6.474], [3.867, 3.268, -0.891], [5.848, 1.529, -2.212], [-2.150, 3.153, -1.447], [-2.734, -0.230, 2.762], [-5.322, -2.747, 1.724], [-5.706, -1.098, -2.982], [0.476, 6.464, -0.974], [1.350, -1.999, 6.275], [4.881, -0.323, -1.099], [6.576, -0.675, -0.625], [-5.145, -0.721, -2.300], [-2.487, 2.180, 1.599], [4.051, -0.920, 3.117], [3.923, -0.563, -4.786], [-3.537, -1.719, -3.007], [-0.562, 6.191, -0.782], [1.643, 4.316, -3.915], [-1.862, 1.525, -1.930], [-0.625, -0.718, 0.250], [1.295, 3.548, -3.462], [4.895, 1.972, -3.552], [4.644, -1.794, -3.897], [0.327, 0.677, -0.702], [-1.204, -0.135, 0.746], [1.408, 2.782, 2.675], [6.194, -0.638, -2.281], [-1.072, -2.512, -0.008], [4.103, -3.842, -1.671], [1.962, 2.019, 5.192], [-0.412, 1.988, -5.447], [-6.156, 1.545, -1.470], [-3.888, -0.183, -3.850], [-0.907, 0.532, -6.871], [-2.447, -5.155, 3.489], [3.128, 1.103, 4.885], [-0.479, -1.803, -3.630], [0.816, -4.598, 2.751], [0.437, -2.209, -3.201], [4.411, -0.959, 2.089], [2.206, -3.551, -1.212], [-5.393, -3.475, 2.342], [-1.996, 1.265, -5.242], [-0.905, -2.594, -4.705], [3.034, -3.576, 2.188], [-2.192, 7.111, -0.110], [1.940, 4.398, 3.264], [3.143, -1.239, -3.266], [0.944, 4.224, 5.002], [-3.939, 3.839, 1.774], [2.703, 1.574, 5.603], [4.811, 0.968, 3.481], [-1.401, 3.033, -3.002]], "forces_ev_per_angstrom": [[0.308, 0.507, 0.307], [1.749, -0.939, 0.604], [-0.120, 0.104, 0.440], [0.460, -0.007, 0.109], [-0.254, -0.686, -0.018], [-0.229, 0.047, -0.237], [0.111, -0.086, -0.067], [0.321, -0.417, -0.406], [-0.052, -0.216, -0.079], [-0.028, 0.188, -0.214], [0.338, 0.634, -0.096], [0.691, -1.029, 0.499], [-0.187, -0.152, 0.130], [-0.151, 0.158, -0.277], [0.205, 0.025, -0.261], [0.513, -0.325, -0.364], [-0.959, 0.439, -0.698], [-0.132, 0.639, 0.109], [0.200, 0.230, 1.367], [-0.564, -0.676, -0.283], [0.210, 0.151, -0.309], [0.385, -0.045, 0.356], [-0.168, 0.599, -0.665], [0.169, 0.192, 0.255], [0.871, 0.879, 0.805], [1.021, 1.393, 0.566], [-0.242, -0.212, 0.642], [-1.629, 0.300, -0.331], [0.566, 0.189, -0.184], [-0.211, -0.491, 0.191], [0.831, 0.017, 0.079], [-0.604, -0.059, -0.128], [-0.127, -0.143, 0.312], [-0.276, -0.042, 0.027], [0.978, 0.260, -0.364], [-0.015, -0.131, -0.038], [-0.329, 1.539, -1.244], [-0.081, 0.027, 0.307], [0.139, -0.211, 0.131], [-0.777, 0.197, -0.518], [0.611, -0.659, 0.491], [0.774, -0.005, -0.263], [-0.067, 0.009, 0.153], [0.087, -0.021, 0.224], [-0.085, 0.039, -0.267], [-0.502, -0.344, -0.634], [0.194, 0.478, 0.142], [-0.127, -0.092, -0.008], [0.279, -0.255, 0.221], [-0.100, 0.180, 0.617], [0.122, 0.159, 0.198], [-1.105, 0.474, 0.174], [-2.817, -0.763, -0.990], [0.741, 0.277, 0.329], [0.085, -0.262, 0.085], [-0.278, -0.893, 0.809], [-0.147, 0.295, 0.347], [0.378, 0.470, -0.118], [0.327, 0.423, -0.206], [0.508, 0.447, -0.166], [0.742, 0.596, 0.190], [-0.077, 0.348, 0.593], [2.304, 0.030, -0.602], [-0.022, 0.783, 0.593], [-0.347, -0.366, 0.607], [1.347, 0.178, 1.016], [-0.110, -0.596, -0.199], [-0.246, -0.259, 0.846], [1.571, -0.023, 0.309], [-0.903, -0.206, 0.693], [1.655, 0.991, -0.605], [-0.061, 0.310, -0.325], [0.077, 0.079, 0.008], [-0.314, -0.378, -0.171], [-0.051, 0.259, 0.016], [-1.211, -0.083, -0.473], [0.417, -0.156, -0.703], [0.016, -0.039, 0.373], [0.264, 0.357, -0.285], [-0.161, 0.227, 0.344], [-0.413, 0.123, 0.298], [-0.079, 0.193, -0.257], [-0.659, -0.003, 0.300], [-0.099, 0.299, 0.241], [-2.589, -0.964, -1.132], [-0.063, 0.053, 0.043], [-0.173, 0.293, 0.387], [-1.256, -0.263, 0.194], [-0.188, 0.308, -0.292], [1.704, 0.304, 0.492], [-0.861, -0.058, -0.206], [0.244, -0.053, -0.190], [-0.065, -0.232, -0.454], [0.273, 0.198, -0.110], [0.498, -0.082, -0.600], [-2.725, -2.279, 0.634], [-0.058, -0.090, 0.038], [0.428, 0.193, -0.831], [0.301, 0.135, 0.390], [0.851, 0.636, 0.030], [-0.469, 0.197, -0.141], [-0.306, 0.220, -0.126], [-0.380, -0.189, -0.263], [0.046, 0.637, 0.027], [-0.062, -0.095, -0.025], [-0.280, 0.336, 0.060], [0.227, 0.120, -0.084], [-0.958, 0.113, -0.028], [-0.174, -0.084, -0.234], [-0.240, 0.720, -0.186], [-0.095, -0.546, 0.315], [0.353, -0.423, -0.280], [-0.893, -0.348, 0.401], [-0.411, -0.586, -0.292], [0.243, 0.720, -0.082], [-0.241, 0.112, -0.071], [-0.082, -1.247, -0.361], [0.235, -0.177, -0.124], [-0.010, -0.372, 0.256], [-0.211, -0.531, -0.810], [-0.451, -0.168, 0.067], [0.064, -0.245, -0.112], [0.596, -0.269, -0.673], [-0.505, 0.250, -0.284], [-0.084, -0.224, 0.611], [0.878, -0.300, -1.275], [-0.165, 0.147, 0.805], [0.254, -0.591, -0.350], [1.347, -0.747, 0.463]], "total_charge": 0, "max_force_ev_per_a": 3.61, "e_tot_ha": -2617.97384, "e_lumo_ev": -0.52}

=====

{"formula": "C18H8Cl2F9NOPV", "method": "wB97M-V/def2-TZVPD", "species": ["C", "F", "F", "Cl", "V", "H", "H", "C", "H", "C", "Cl", "F", "F", "P", "C", "C", "H", "C", "F", "C", "C", "C", "F", "C", "H", "H", "C", "F", "C", "H", "C", "C", "C", "F", "H", "N", "C", "C", "O", "C", "F"], "positions_angstrom": [[-0.977, 3.022, 1.178], [-3.343, -1.422, 3.164], [-1.929, -1.111, 0.012], [0.721, 3.974, 3.034], [-0.768, 0.335, 0.446], [-3.496, 0.932, -1.720], [3.644, -0.804, -2.340], [0.782, -0.383, -0.324], [3.684, -5.267, -0.196], [2.664, -2.131, -0.959], [-3.839, 6.414, 1.545], [6.664, -4.456, -2.706], [-2.593, -2.870, 1.469], [-2.756, -1.357, 1.745], [-4.373, 2.809, -1.094], [3.671, -4.286, -0.653], [-4.981, 4.692, -0.278], [-2.738, 5.101, 1.386], [-1.175, -1.239, 2.220], [-1.602, 5.085, 2.151], [-2.123, 3.016, 0.377], [5.764, -4.925, -1.834], [-4.088, -1.224, 0.954], [1.650, -1.193, -0.626], [-5.252, 2.669, -1.705], [5.448, -2.419, -2.864], [-3.052, 4.051, 0.469], [6.414, -5.252, -0.705], [-3.376, 1.816, -1.106], [1.880, -3.661, 0.341], [4.671, -3.923, -1.550], [2.664, -3.393, -0.352], [-4.219, 3.925, -0.315], [5.252, -6.059, -2.342], [-1.403, 5.888, 2.846], [-2.264, 1.905, -0.407], [-0.678, 4.011, 2.064], [3.661, -1.778, -1.871], [-0.271, 1.878, 0.959], [4.668, -2.681, -2.163], [-2.607, 0.311, 1.750]], "forces_ev_per_angstrom": [[0.249, -0.757, -0.348], [0.086, -0.009, 0.069], [-0.158, 0.261, 0.163], [-0.005, -0.047, -0.010], [-0.672, 0.911, -0.301], [-0.022, -0.023, 0.047], [0.000, 0.011, 0.015], [-0.115, -0.135, -0.250], [0.011, 0.003, 0.009], [0.009, 0.096, 0.034], [0.034, -0.039, -0.010], [-0.037, -0.033, 0.043], [0.017, -0.034, 0.092], [0.348, 0.245, -0.066], [0.108, -0.026, -0.027], [-0.003, 0.011, -0.027], [0.004, 0.008, -0.023], [-0.027, 0.075, 0.037], [0.021, -0.364, -0.241], [0.019, -0.129, -0.073], [-0.055, 0.063, 0.058], [0.018, -0.017, -0.022], [-0.060, 0.021, 0.076], [-0.024, -0.022, -0.016], [-0.008, -0.008, 0.011], [0.006, -0.004, 0.005], [-0.070, 0.071, -0.074], [-0.024, 0.010, -0.062], [-0.003, -0.173, -0.321], [0.005, 0.022, 0.019], [-0.012, -0.033, 0.016], [0.032, -0.012, -0.027], [0.052, -0.002, 0.072], [0.034, 0.050, 0.024], [-0.004, 0.017, -0.012], [0.027, -0.348, 0.272], [-0.330, 0.322, -0.123], [0.024, -0.048, 0.004], [0.810, 0.063, 1.175], [-0.015, 0.010, 0.000], [-0.268, -0.006, -0.208]], "multiplicity": 2, "e_above_lowest_kj_mol": 67.0, "total_charge": 1, "max_force_ev_per_a": 1.43, "e_tot_ha": -3925.20263, "e_lumo_ev": [-6.03, -5.29]}

=====

{"formula": "C18H8Cl2F9NOPV", "method": "wB97M-V/def2-TZVPD", "species": ["H", "C", "H", "F", "F", "C", "C", "C", "C", "F", "H", "C", "F", "C", "H", "O", "C", "H", "P", "C", "C", "C", "H", "Cl", "C", "C", "Cl", "F", "V", "C", "C", "H", "F", "N", "C", "F", "H", "C", "C", "F", "F"], "positions_angstrom": [[5.637, -0.092, 0.789], [1.361, 0.045, 2.448], [-2.180, 5.002, 0.048], [-3.224, -1.377, -1.218], [-3.766, 0.828, -1.494], [2.323, -0.039, 1.424], [4.048, -0.107, -0.644], [2.652, -0.095, -0.829], [-0.187, 2.223, 0.403], [-2.516, -0.941, 0.892], [2.104, 4.968, 0.113], [-1.249, 5.553, 0.046], [-3.044, 1.224, 0.631], [1.178, 5.525, 0.077], [4.702, -0.133, -1.504], [0.132, 0.192, 1.989], [1.737, 0.015, 3.778], [2.222, -0.107, -1.823], [-3.314, -0.101, -0.328], [1.186, 6.903, 0.013], [3.100, -0.038, 4.097], [3.690, -0.064, 1.728], [2.119, 7.450, 0.006], [0.524, 0.076, 4.977], [4.057, -0.060, 3.106], [-1.233, 6.931, -0.027], [5.707, -0.098, 3.540], [0.671, 9.585, 1.010], [-0.831, 0.449, 0.739], [4.568, -0.089, 0.626], [0.039, 9.105, -0.079], [3.397, -0.051, 5.137], [-1.179, 9.657, -0.122], [1.811, -0.064, 0.180], [-0.018, 7.599, -0.035], [-4.705, -0.375, 0.288], [-2.158, 7.490, -0.072], [-0.043, 4.840, 0.111], [-0.103, 3.432, 0.259], [-1.598, 0.254, -0.877], [0.724, 9.530, -1.155]], "forces_ev_per_angstrom": [[0.008, -0.025, -0.005], [1.888, -0.195, 1.012], [-0.041, 0.071, 0.041], [0.040, 0.138, 0.117], [0.085, -0.113, 0.221], [-0.164, 0.039, 0.245], [0.094, -0.001, 0.164], [0.012, -0.015, -0.022], [-0.533, -0.093, 0.068], [0.510, 0.376, -0.160], [0.013, 0.022, 0.027], [0.209, -0.268, -0.025], [0.892, -0.534, 0.056], [-0.061, -0.183, 0.056], [-0.043, 0.014, -0.026], [0.437, -0.930, 3.348], [-0.655, 0.143, -0.723], [0.029, -0.015, -0.009], [-1.994, -0.259, -0.671], [-0.063, 0.085, -0.029], [0.415, -0.042, -0.112], [-0.006, -0.040, 0.048], [0.018, -0.035, -0.023], [0.060, 0.012, 0.176], [-0.507, -0.021, 0.071], [0.051, 0.131, -0.029], [0.191, 0.000, 0.023], [-0.073, -0.007, -0.130], [0.032, 2.224, -0.983], [-0.011, -0.020, -0.217], [0.039, 0.043, 0.036], [-0.007, 0.006, -0.004], [0.088, -0.012, 0.000], [-0.663, 0.064, -0.546], [-0.008, -0.041, 0.025], [0.183, 0.021, -0.010], [0.001, -0.013, 0.000], [-0.170, 0.547, -0.005], [0.121, -0.482, -0.020], [-0.360, -0.586, -2.074], [-0.056, -0.008, 0.088]], "multiplicity": 2, "e_above_lowest_kj_mol": 167.7, "total_charge": 1, "max_force_ev_per_a": 3.50, "e_tot_ha": -3925.16426, "e_lumo_ev": [-6.07, -5.39]}

=====

{"formula": "C18H9BrCl5N2Ru", "method": "wB97M-V/def2-TZVPD", "species": ["Cl", "H", "C", "Cl", "H", "C", "C", "C", "H", "N", "C", "C", "C", "N", "Br", "H", "C", "H", "Cl", "Ru", "Cl", "C", "C", "H", "H", "C", "C", "C", "H", "C", "C", "Cl", "C", "C", "H", "C"], "positions_angstrom": [[-6.431, 1.724, 0.223], [2.334, -0.794, -0.600], [-0.218, -3.083, -0.371], [-1.950, -0.584, -1.930], [4.493, 0.586, 1.655], [-4.198, 0.602, -0.818], [0.585, -1.967, -0.058], [0.351, -1.106, 2.234], [2.688, 4.375, 0.534], [0.798, 1.684, 0.029], [3.545, 2.622, 1.255], [-3.939, 2.115, 1.103], [-2.672, 1.788, 0.783], [0.227, -1.058, 0.959], [1.430, -4.395, -3.894], [-0.505, -4.699, -1.732], [3.539, 1.198, 1.462], [4.389, 3.172, 1.656], [-0.080, 0.189, 3.209], [-0.094, 0.235, -0.477], [-5.154, -0.236, -1.934], [-4.777, 1.425, 0.183], [1.102, -3.408, -2.372], [0.810, 3.553, -0.582], [2.681, -1.997, -2.751], [2.966, 0.091, 1.727], [-1.868, 1.119, 0.018], [-2.820, 0.518, -0.872], [0.705, -2.009, 2.725], [0.068, -3.812, -1.496], [2.586, 3.302, 0.624], [-4.442, 3.253, 2.234], [1.875, -2.279, -2.087], [1.643, -1.563, -0.923], [-1.032, -3.369, 0.284], [1.364, 2.807, 0.001]], "forces_ev_per_angstrom": [[0.042, -0.009, 0.011], [0.103, 0.132, 0.024], [0.060, 0.072, 0.116], [-0.023, 0.026, -0.021], [0.007, -0.085, 0.075], [0.027, 0.006, 0.013], [-0.247, -0.096, -0.141], [-0.309, 0.188, -0.338], [0.035, -0.009, -0.015], [0.242, -0.266, -0.208], [0.153, -0.243, 0.096], [0.041, 0.032, 0.023], [-0.027, -0.057, 0.099], [0.260, -0.040, 0.532], [0.017, -0.004, -0.021], [-0.008, 0.007, 0.005], [-0.256, -0.156, 0.172], [0.037, 0.002, -0.094], [0.041, -0.221, -0.111], [-0.006, -0.003, 0.027], [-0.001, -0.008, 0.002], [-0.080, -0.004, -0.041], [-0.033, 0.005, 0.058], [-0.030, -0.001, 0.020], [0.011, 0.003, 0.014], [0.196, 0.250, -0.216], [0.038, -0.026, -0.020], [-0.042, -0.017, -0.068], [0.100, 0.048, -0.047], [0.049, -0.023, -0.085], [-0.270, 0.344, -0.069], [0.015, 0.011, -0.006], [-0.011, 0.027, -0.004], [-0.151, -0.170, 0.134], [-0.004, 0.016, -0.005], [0.023, 0.271, 0.092]], "e_above_lowest_kj_mol": 0.0, "total_charge": 3, "max_force_ev_per_a": 0.59, "e_tot_ha": -5769.24477, "e_lumo_ev": [-12.22, -12.22]}